Entry 1:
72
Properties=species:S:1:pos:R:3 method="wB97M-V/def2-TZVPD" spin_multiplicity=5 de_lowest_ev=0.8947 total_energy_ev=-91976.213 total_charge=+3 homo_lumo_gap_ev="5.4 / 5.6"
Ho -1.17 0.85 -0.70
P 2.10 -1.15 0.94
P 0.86 2.79 -0.21
P -1.68 -2.04 -0.58
H -1.20 3.26 -6.94
C -2.08 2.66 -6.71
C -2.77 2.88 -5.57
H -2.50 3.68 -4.86
C 3.38 -2.44 0.92
C 2.71 0.26 1.85
C 0.72 -1.77 1.94
C 0.41 3.92 -1.57
C 1.37 3.98 1.10
C 2.44 2.20 -0.96
C -2.80 -2.19 -2.00
C -2.52 -3.22 0.58
C -0.24 -3.00 -1.20
H -2.37 1.92 -7.45
H -3.64 2.26 -5.36
H 3.63 -2.67 1.97
H 4.26 -2.06 0.39
H 3.07 -3.36 0.41
H 3.48 -0.10 2.55
H 1.91 0.72 2.44
H 3.13 1.05 1.23
H 1.14 -2.42 2.74
H 0.06 -2.39 1.32
H 0.09 -1.00 2.40
H 1.14 4.74 -1.58
H -0.61 4.32 -1.43
H 0.45 3.37 -2.52
H 2.25 4.55 0.75
H 1.62 3.47 2.05
H 0.54 4.69 1.30
H 3.28 2.80 -0.58
H 2.40 2.30 -2.06
H 2.59 1.14 -0.72
H -3.15 -3.23 -2.03
H -2.30 -1.92 -2.94
H -3.65 -1.50 -1.88
H -3.17 -3.94 0.05
H -3.16 -2.64 1.26
H -1.82 -3.80 1.20
H -0.51 -3.97 -1.63
H 0.45 -3.16 -0.36
H 0.29 -2.41 -1.95
C -0.19 0.29 -3.74
C 0.88 -0.19 -4.52
C 0.58 -1.15 -5.49
C -0.74 -1.56 -5.73
C -1.81 -0.90 -5.09
C -1.52 0.16 -4.22
O 0.01 0.66 -2.47
H 1.79 -0.91 -0.44
H 1.89 0.13 -4.23
H 1.38 -1.61 -6.07
H -0.93 -2.40 -6.42
H -2.86 -1.19 -5.23
H -2.30 0.86 -3.89
C -2.58 -0.70 4.40
N -1.83 0.44 3.89
C -0.83 1.13 4.58
C -0.43 2.17 3.81
N -1.17 2.09 2.65
C -1.97 0.98 2.65
S -2.98 0.45 1.34
H -3.49 -0.84 3.82
H -1.97 -1.60 4.33
H -2.82 -0.53 5.45
H -0.53 0.81 5.55
H 0.28 2.97 4.00
H -1.19 2.77 1.89

---

Entry 2:
11
Properties=species:S:1:pos:R:3 method="wB97M-V/def2-TZVPD" spin_multiplicity=3 de_lowest_ev=1.2600 total_energy_ev=-19512.266 total_charge=-1 homo_lumo_gap_ev="6.1 / 7.8"
C -0.12 -0.57 -0.19
N 0.46 -1.62 -0.04
N 1.13 1.21 0.06
O -2.78 -1.07 -0.29
O -1.86 0.53 1.45
O -1.90 1.27 -1.15
P -1.77 0.25 -0.04
H 1.42 -1.65 -0.09
H -3.64 -0.86 0.23
H 1.42 0.89 0.92
H 0.26 1.78 0.12

---

Entry 3:
113
Properties=species:S:1:pos:R:3 method="wB97M-V/def2-TZVPD" spin_multiplicity=6 total_energy_ev=-217382.882 total_charge=+1 homo_lumo_gap_ev="8.4 / 5.6"
Pm -0.28 0.24 0.68
C -4.84 0.53 2.09
C -3.79 0.70 1.22
N -2.72 0.19 1.76
N -3.04 -0.30 3.03
C -4.31 -0.10 3.21
B -1.75 -0.77 3.85
N -0.80 0.37 4.04
C -0.41 1.01 5.14
C 0.66 1.79 4.83
C 0.90 1.61 3.46
N 0.00 0.78 3.00
N -1.16 -1.97 3.02
C -1.05 -3.27 3.43
C -0.50 -4.06 2.47
C -0.22 -3.12 1.46
N -0.64 -1.89 1.76
N -2.27 -1.29 5.24
C -1.59 -1.57 6.35
C -2.36 -2.41 7.15
C -3.45 -2.72 6.37
N -3.44 -2.09 5.20
H -5.88 0.78 1.87
H -3.76 1.14 0.21
H -4.81 -0.54 4.04
H -0.78 0.80 6.18
H 1.32 2.38 5.46
H 1.65 2.07 2.79
H -1.33 -3.52 4.44
H -0.27 -5.13 2.58
H 0.39 -3.26 0.55
H -0.67 -1.05 6.56
H -2.08 -2.71 8.09
H -4.31 -3.28 6.59
C -1.69 3.46 1.11
Si -0.51 3.71 -0.23
C -1.41 4.18 -1.71
C 0.61 5.06 0.45
N 0.44 2.18 -0.28
C 1.70 2.16 -0.87
C 2.08 3.12 -1.82
C 3.39 3.17 -2.43
C 4.27 2.16 -2.10
C 3.76 1.21 -1.23
C 2.55 1.21 -0.51
N 2.34 0.22 0.41
Si 3.56 -0.49 1.47
C 2.78 -1.43 2.90
C 4.88 -1.64 0.77
C 4.45 1.03 2.22
H -2.01 4.43 1.40
H -1.26 2.85 1.94
H -2.50 2.83 0.71
H -2.23 4.93 -1.32
H -2.07 3.41 -2.18
H -0.84 4.68 -2.48
H 0.12 5.55 1.24
H 0.96 5.81 -0.28
H 1.49 4.59 0.90
H 1.41 3.89 -2.18
H 3.62 4.18 -2.83
H 5.28 2.13 -2.51
H 4.59 0.64 -0.97
H 3.05 -2.46 2.77
H 1.67 -1.45 2.79
H 3.04 -0.99 3.86
H 4.50 -2.47 0.18
H 5.33 -2.09 1.67
H 5.69 -1.21 0.13
H 5.32 0.77 2.86
H 3.74 1.66 2.74
H 4.96 1.65 1.45
C -5.91 0.22 -1.51
C -4.68 0.98 -2.06
As -2.89 0.15 -2.20
C -2.18 0.98 -3.83
C -0.69 1.30 -3.70
C -3.26 -1.73 -2.64
C -3.36 -2.46 -1.25
H -6.73 0.90 -1.29
H -5.63 -0.28 -0.56
H -6.27 -0.41 -2.31
H -4.34 1.87 -1.48
H -4.96 1.31 -3.08
H -2.68 2.00 -4.03
H -2.42 0.37 -4.66
H -0.41 1.75 -2.77
H -0.42 2.03 -4.47
H -0.08 0.41 -3.79
H -2.44 -2.13 -3.26
H -4.17 -1.72 -3.18
H -2.68 -3.34 -1.32
H -4.42 -2.75 -1.05
H -3.07 -1.82 -0.41
C 0.46 -2.67 -4.94
N 1.50 -2.26 -4.03
C 1.41 -1.89 -2.72
Se -0.06 -1.88 -1.73
N 2.65 -1.49 -2.29
C 3.57 -1.69 -3.36
C 4.93 -1.51 -3.57
C 5.45 -1.77 -4.84
C 4.69 -2.24 -5.90
C 3.33 -2.43 -5.72
C 2.84 -2.17 -4.46
H 0.74 -2.19 -5.89
H -0.50 -2.27 -4.68
H 0.43 -3.74 -4.99
H 2.71 -1.21 -1.35
H 5.63 -1.37 -2.69
H 6.53 -1.59 -4.96
H 5.24 -2.49 -6.74
H 2.65 -2.76 -6.48

---

Entry 4:
56
Properties=species:S:1:pos:R:3 method="wB97M-V/def2-TZVPD" spin_multiplicity=2 de_lowest_ev=0.0000 total_energy_ev=-87380.370 homo_lumo_gap_ev="3.5 / 6.9"
C -0.76 3.75 -1.56
C -0.81 2.43 -1.11
N 0.03 1.93 -0.16
C 0.99 2.76 0.31
C 0.99 4.11 0.02
C 0.12 4.61 -0.94
C -1.79 1.55 -1.86
P -2.33 0.05 -0.96
Yb -0.49 -0.09 1.26
P 2.48 0.46 1.12
C 2.06 2.26 1.24
C 0.34 -2.53 0.46
C -0.79 -3.06 1.11
C -0.88 -4.46 1.35
C 0.13 -5.32 0.94
C 1.24 -4.80 0.28
C 1.32 -3.43 0.04
O -0.59 0.62 -4.11
O 0.39 -1.24 -2.50
H -1.40 4.01 -2.43
H 1.71 4.74 0.53
H 0.15 5.64 -1.26
C -3.88 0.73 -0.22
C -3.12 -0.95 -2.30
H 3.02 2.80 1.10
H 1.72 2.47 2.28
H -1.27 1.22 -2.85
H -2.68 2.13 -2.22
C 2.99 0.27 2.88
C 4.17 0.64 0.41
H -1.66 -2.47 1.49
H -1.73 -4.92 1.87
H 0.09 -6.40 1.11
H 2.07 -5.44 -0.06
H 2.22 -2.95 -0.42
H 0.72 -1.06 -1.62
H 0.19 -2.21 -2.55
H -0.08 -0.09 -3.63
H 0.08 1.23 -4.46
H 0.77 -1.46 0.43
H -4.60 0.98 -0.99
H -4.35 0.02 0.47
H -3.63 1.63 0.34
H -3.90 -0.37 -2.81
H -2.36 -1.25 -3.06
H -3.56 -1.88 -1.88
H 4.82 1.18 1.11
H 4.61 -0.36 0.23
H 4.14 1.23 -0.52
H 3.90 0.84 3.07
H 2.18 0.61 3.55
H 3.20 -0.79 3.11
Cl -1.54 1.55 3.09
C -1.43 -0.12 3.45
H -0.76 -0.30 4.28
H -2.45 -0.52 3.54

---

Entry 5:
5
Properties=species:S:1:pos:R:3 method="wB97M-V/def2-TZVPD" de_lowest_ev=0.5011 total_energy_ev=-9205.429 homo_lumo_gap_ev=14.9 smiles=FC(F)F
C 0.04 -0.05 0.07
H -0.07 -0.10 1.26
F -1.16 -0.46 -0.46
F 1.10 -0.58 -0.46
F 0.09 1.19 -0.42

---

Entry 6:
69
Properties=species:S:1:pos:R:3 method="wB97M-V/def2-TZVPD" total_energy_ev=-58791.346 total_charge=-1 homo_lumo_gap_ev=6.7
C -3.20 3.60 3.80
C -1.91 2.93 4.57
I -1.60 3.38 6.74
C -0.95 2.03 3.87
I 0.78 1.18 5.00
C -1.06 1.57 2.30
P -2.23 0.05 2.41
O -3.72 0.41 2.79
C 0.31 0.86 1.66
O 0.27 1.16 0.19
B -0.92 2.02 -0.12
O -1.25 2.57 1.24
H -3.53 4.63 4.31
H -4.16 2.91 3.81
H -3.00 3.87 2.67
H -1.68 -0.81 3.46
H -2.19 -0.64 1.15
H 0.23 -0.33 1.62
H 1.34 1.34 1.97
H -0.71 3.04 -0.72
H -1.88 1.46 -0.59
C -3.35 -4.95 4.44
C -2.81 -3.75 5.20
C -3.85 -3.20 6.17
O -2.43 -2.73 4.28
H -4.23 -4.67 3.84
H -2.60 -5.33 3.74
H -3.64 -5.76 5.12
H -1.91 -4.04 5.76
H -4.74 -2.86 5.63
H -3.45 -2.33 6.71
H -4.15 -3.96 6.90
H -3.23 -2.46 3.79
C 1.82 -0.33 -3.32
C 2.79 -0.84 -2.27
C 2.33 -2.16 -1.68
O 2.91 0.13 -1.23
H 0.83 -0.16 -2.89
H 2.16 0.63 -3.73
H 1.73 -1.05 -4.14
H 3.79 -0.96 -2.71
H 1.36 -2.05 -1.19
H 3.03 -2.51 -0.91
H 2.25 -2.93 -2.45
H 2.03 0.24 -0.83
C 1.40 7.06 -0.25
C 0.99 5.71 -0.80
C 1.96 5.23 -1.87
O -0.32 5.81 -1.36
H 1.41 7.82 -1.04
H 0.69 7.40 0.51
H 2.40 7.02 0.20
H 0.94 4.98 0.01
H 1.98 5.92 -2.71
H 1.64 4.26 -2.27
H 2.97 5.13 -1.47
H -0.29 6.46 -2.08
C 1.84 -5.50 -6.33
C 1.96 -4.07 -5.84
C 3.04 -3.32 -6.61
O 2.28 -4.07 -4.45
H 2.77 -6.05 -6.18
H 1.07 -6.03 -5.76
H 1.58 -5.54 -7.39
H 1.00 -3.55 -5.96
H 4.02 -3.79 -6.47
H 3.13 -2.29 -6.24
H 2.82 -3.29 -7.68
H 3.13 -4.52 -4.34

---

Entry 7:
21
Properties=species:S:1:pos:R:3 method="wB97M-V/def2-TZVPD" de_lowest_ev=0.9688 total_energy_ev=-20231.197 homo_lumo_gap_ev=9.3 smiles=Cc1c[nH]cn1.CCS
C 1.86 -0.62 -2.25
C 0.63 -1.31 -2.76
S 2.22 0.91 -3.27
H 1.79 -0.40 -1.20
H 2.74 -1.22 -2.48
H 0.65 -2.35 -3.07
H 1.20 1.71 -2.86
H 0.27 -0.82 -3.67
H -0.22 -1.15 -2.08
C -0.34 0.16 3.79
C -2.27 1.18 0.93
C -0.95 0.33 2.40
C -0.41 0.02 1.18
N -2.06 1.10 2.21
N -1.21 0.66 0.24
H -3.08 1.77 0.55
H -1.03 0.41 -0.71
H 0.51 -0.51 0.99
H 0.68 -0.16 3.50
H -0.73 -0.76 4.20
H -0.24 1.05 4.38

---

Entry 8:
15
Properties=species:S:1:pos:R:3 method="wB97M-V/def2-TZVPD" de_lowest_ev=1.5417 total_energy_ev=-10399.308 homo_lumo_gap_ev=11.5 smiles=O.O.O.O.O
H -0.43 0.60 0.73
H -0.59 -0.73 0.02
H -2.08 -0.83 2.22
H -3.23 -1.50 2.96
H -0.20 3.71 -2.86
H -1.34 3.97 -1.89
H -0.04 -3.58 -1.36
H 0.17 -5.02 -1.78
H 3.09 1.16 1.61
H 4.21 2.19 1.64
O -0.01 0.03 0.08
O -2.49 -1.69 2.37
O -1.11 4.01 -2.83
O 0.49 -4.13 -1.95
O 3.55 1.80 1.05

---

Entry 9:
15
Properties=species:S:1:pos:R:3 method="wB97M-V/def2-TZVPD" de_lowest_ev=4.2987 total_energy_ev=-11787.014 homo_lumo_gap_ev=9.3
C 0.50 0.97 0.79
C 0.31 -0.38 0.22
C -2.19 -0.59 -0.01
H 1.43 2.16 -0.41
H -0.17 1.13 1.59
H 1.52 0.93 1.21
H -0.62 -2.08 0.17
H -2.99 -1.21 0.25
H -1.53 1.05 -0.79
H 3.07 -1.15 -0.58
N -0.95 -1.10 0.37
N -2.44 0.54 -0.54
N 1.22 -1.20 -0.21
O 0.48 1.93 -0.24
O 2.36 -0.49 -0.35

---

Entry 10:
62
Properties=species:S:1:pos:R:3 method="wB97M-V/def2-TZVPD" de_lowest_ev=2.4644 total_energy_ev=-39525.326 homo_lumo_gap_ev=8.5 smiles="CCN(CC)CCCNC(=O)c1nn(-c2cc(OC)cc(OC)c2)c(=O)c2ccccc12"
C -1.77 -1.74 -2.45
H -1.90 -0.85 -1.85
H -2.73 -2.26 -2.52
H -1.48 -1.44 -3.46
C -0.69 -2.63 -1.86
N -0.86 -2.88 -0.43
C 0.37 -3.38 0.18
H 0.47 -4.47 0.04
H 1.22 -2.91 -0.32
C 0.45 -3.04 1.66
H -0.34 -3.52 2.23
H 0.39 -1.97 1.81
H 1.40 -3.39 2.06
C -2.00 -3.74 -0.13
H -2.23 -4.39 -0.99
C -3.28 -2.98 0.26
C -3.06 -2.04 1.44
N -2.29 -0.89 1.04
C -2.77 0.36 1.11
O -3.86 0.63 1.59
C -1.85 1.41 0.55
N -0.60 1.08 0.50
N 0.33 1.94 0.09
C 0.07 3.22 -0.38
O 0.96 3.95 -0.79
C -1.34 3.60 -0.34
C -1.71 4.87 -0.78
C -3.03 5.26 -0.75
C -4.00 4.37 -0.28
C -3.66 3.11 0.16
C -2.32 2.71 0.14
H -4.40 2.43 0.53
H -5.04 4.68 -0.26
H -3.32 6.24 -1.10
H -0.93 5.53 -1.14
C 1.65 1.42 0.11
C 1.84 0.09 -0.24
C 3.12 -0.45 -0.23
C 4.20 0.35 0.12
C 4.00 1.69 0.47
C 2.72 2.22 0.48
H 2.55 3.25 0.75
O 5.13 2.37 0.79
C 5.01 3.75 1.08
H 4.44 3.91 2.00
H 4.55 4.29 0.26
H 6.03 4.10 1.23
H 5.21 -0.02 0.13
O 3.22 -1.76 -0.59
C 4.48 -2.37 -0.57
H 4.92 -2.35 0.43
H 5.17 -1.90 -1.28
H 4.32 -3.41 -0.86
H 1.00 -0.52 -0.52
H -1.41 -1.10 0.57
H -2.55 -2.55 2.26
H -4.02 -1.66 1.81
H -4.03 -3.73 0.54
H -3.67 -2.41 -0.57
H -1.73 -4.39 0.70
H -0.66 -3.58 -2.43
H 0.27 -2.14 -2.00